# C44H49KN7O6SSb2

A structure of composition C44H49KN7O6SSb2 in a non-equilibrium geometry (the ωB97M-V functional and the def2-TZVPD basis, the Open Molecules 2025 dataset).

As for the orbital gap: 6.0 eV. The HOMO energy is -4.6 eV. The total charge is -1. As for the total energy: -109376.278 eV.

Geometry as XYZ:
```
110
Properties=species:S:1:pos:R:3:lowdin_charge:R:1
C 2.50030 2.53200 -1.58650 -0.142
N 1.71800 0.38650 -2.28460 0.093
H -0.41300 -3.05920 -0.50620 0.074
C 0.86210 -0.51110 4.39700 -0.277
C 3.53820 -1.49340 3.05360 -0.305
H -0.88850 4.92890 2.22420 -0.020
H -1.58630 3.09020 -6.95770 0.104
H 3.24390 -2.53660 3.13430 -0.001
H 3.92060 -1.14330 4.00980 -0.009
C -3.93930 -4.47090 -0.08170 -0.188
H -4.21150 0.67190 0.02330 0.079
H -1.34500 -5.57730 -0.09840 0.121
C 2.91950 -6.00900 0.30670 0.016
H 3.87700 5.61000 -1.15010 0.110
H -2.94070 -3.66570 1.66260 0.079
H -1.68220 0.29860 4.12590 0.040
C 0.81760 3.10360 6.66150 -0.110
N 4.90340 -7.40160 0.07650 -0.358
C -2.54030 4.16660 -3.37940 -0.022
C -0.27680 2.76420 5.89070 -0.083
H 3.54340 1.45450 3.75100 -0.008
H -3.94410 -1.53020 0.83380 0.095
K 0.08230 -0.18750 -0.17650 0.456
N -1.14470 1.59670 -1.55240 0.155
H 2.72570 0.40550 6.00970 0.106
H -2.80150 4.45050 -2.37100 0.120
H -1.39760 4.54550 3.86160 -0.019
C 5.04920 -4.98520 -0.22720 0.011
C -1.84850 3.38760 -5.95290 -0.077
C 1.48070 3.61040 0.13570 -0.135
Sb 1.85000 -0.28240 2.41130 1.487
H -0.76550 -4.51270 1.21300 0.119
Sb -1.45120 2.22630 2.26010 1.442
C -1.82160 2.98890 -3.58860 -0.211
C -3.52210 2.86980 2.52630 -0.332
H 1.46550 -1.25370 4.91750 0.056
H 5.24440 2.39370 -4.37390 0.109
C 3.06740 -3.62850 -0.03420 -0.089
C -3.50370 -0.67270 1.36710 -0.190
H 4.99320 -2.84960 -0.46920 0.118
H 0.24050 4.16070 3.33960 -0.017
H -4.14590 2.00590 2.71930 -0.018
O 6.10350 -7.47830 -0.16160 0.055
H 2.16460 2.34830 3.09590 -0.015
H -4.91840 -4.22280 0.33960 0.117
H -0.10840 -0.93210 4.16110 0.033
C 1.91380 2.25710 6.68900 -0.110
H 3.48350 1.85320 2.02650 -0.011
N -3.56660 -3.44020 -1.01980 -0.016
H -2.38300 1.80050 4.76280 0.061
C 2.84610 -0.85950 -3.98050 -0.032
N 1.58380 2.54750 -0.61590 0.138
H -0.92780 1.67930 -5.02500 0.122
H 2.13160 5.60400 0.63860 0.103
H 2.91440 -1.77800 -4.54390 0.103
C 2.60250 1.37380 -2.43550 -0.144
C -2.56000 4.55980 -5.74530 -0.085
C 1.88640 1.08860 5.95610 -0.082
O 3.15240 -1.26240 -0.05440 -0.073
H 0.81340 4.01570 7.24440 0.090
H 4.99830 4.41800 -2.98420 0.108
C 4.35560 3.56010 -2.83830 -0.038
C 4.48660 2.45170 -3.60270 -0.035
H 4.30770 -1.41200 2.29730 -0.011
O -2.20300 -2.13860 2.70320 -0.024
H 2.77780 2.50020 7.29410 0.091
C -2.15290 -1.15720 1.95930 -0.714
C -2.89830 -4.55340 1.02750 -0.158
O -1.12540 -0.52240 1.62560 -0.411
H 4.50110 0.11620 -4.95050 0.111
H -4.01990 -5.43620 -0.60480 0.113
O 4.20680 -8.37840 0.32700 0.056
H 2.35960 -6.90210 0.54180 0.115
N -1.31350 -3.53790 -0.52690 0.043
C -1.47680 2.59790 -4.88170 -0.016
C -0.30480 1.61240 5.10650 -0.282
C -1.44620 2.20280 -2.47420 -0.127
H 1.26660 -4.65620 0.44860 0.090
H -3.87140 3.34970 1.61850 -0.016
C 4.43580 -3.75110 -0.26480 0.000
H -2.84750 5.17280 -6.58680 0.101
C 2.89260 1.56840 2.89140 -0.302
H -3.59430 3.57100 3.35510 -0.009
C 0.80170 0.74090 5.14830 -0.298
H -3.07830 -5.43110 1.64570 0.116
C 1.83900 -0.68780 -3.01870 -0.124
C -0.79950 4.19940 3.02600 -0.357
C -2.31530 -2.96260 -1.18090 -0.882
C 2.40910 -2.25460 -0.08720 -0.707
O 1.16170 -2.22490 -0.15420 -0.219
H -4.15670 -0.44080 2.21660 0.109
S -2.09590 -1.74330 -2.30120 0.588
C 2.27370 4.75450 -0.01110 -0.038
H 1.09690 -1.45380 -2.84420 0.093
C 4.28690 -6.12020 0.05190 -0.170
H -1.14930 3.40520 5.89900 0.101
C -2.90620 4.94580 -4.45920 -0.080
C 2.32140 -4.76800 0.25680 0.008
C 3.37320 3.62540 -1.81150 -0.151
H 0.72060 3.57430 0.89990 0.037
H 6.10880 -5.09880 -0.40310 0.114
C -1.50550 -4.61710 0.41730 -0.168
C 3.62140 1.33610 -3.41880 -0.148
C 3.23020 4.75770 -0.99350 -0.020
N -3.35050 0.50610 0.53650 -0.028
C 3.72590 0.17140 -4.19610 -0.019
H -3.46480 5.85690 -4.30130 0.103
H -4.26740 -3.02060 -1.61110 0.108
C -1.50440 1.35430 4.29390 -0.278
H -2.62310 0.32450 -0.15070 -0.009
```

# C44H50B4CdCl4N6O32

A structure of composition C44H50B4CdCl4N6O32 in a non-equilibrium geometry (the ωB97M-V functional and the def2-TZVPD basis, the Open Molecules 2025 dataset).

As for the orbital gap: 8.8 eV. The HOMO energy is -5.9 eV. The total charge is -2. As for the energy above the lowest of the compared OMol25 structures with the same formula, charge and spin: 122.4 kJ/mol. As for the total energy: -178284.444 eV.

Geometry as XYZ:
```
141
Properties=species:S:1:pos:R:3:lowdin_charge:R:1
O -0.35622 2.25136 0.58952 -0.069
C 1.29573 4.02200 0.30068 -0.440
H 2.93320 -3.51830 -7.06156 0.114
O -4.73397 -8.96940 2.05333 0.084
Cl -2.93870 5.15661 3.47893 0.600
H 0.61977 -0.36108 4.83477 0.073
C 0.05501 3.39138 0.84797 -0.333
H 3.90808 -2.78165 -1.21640 0.076
O 4.49477 7.63654 2.01482 0.097
O -2.43721 -2.53234 -4.17888 0.242
Cl -5.58467 2.17764 4.40161 0.552
C 3.92699 -4.65134 -0.03520 -0.091
H 4.14511 -2.48399 -6.69041 0.107
B 3.96149 4.46338 3.43067 -0.885
H -3.57245 0.15470 4.97421 0.058
B 0.26071 5.57221 1.57254 -0.849
O -4.06243 -9.20681 -0.92242 0.093
Cl -5.72921 3.97357 0.38445 0.616
H 3.66870 -2.11599 -3.65863 0.051
C 0.69914 4.30934 -4.36572 -0.249
H 5.19464 -0.18390 -2.48752 0.070
H 0.55382 4.85745 -5.29661 0.108
C 3.25340 2.30862 3.19899 -0.402
H 3.66718 -0.67840 -4.65497 0.071
O -0.48075 4.29633 1.61085 0.225
C 2.04141 3.62781 -4.17914 -0.103
H 5.32143 1.65670 -2.82572 0.076
N 1.40919 -6.39893 -2.30338 0.179
H -5.74564 1.20831 1.28356 0.064
C -3.77155 0.42271 -0.50351 -0.086
O 0.77860 6.02794 2.88227 0.238
O -0.54223 -1.21995 -1.57722 -0.034
O 3.58320 7.65458 4.86407 0.093
H 1.77955 -1.64437 -6.02749 0.113
N -0.30838 1.74228 -2.15064 0.145
C -0.35350 2.39159 -3.12584 -0.121
H -4.35447 6.18700 1.80135 0.072
C -1.05851 -1.94831 -2.37477 -0.365
H 0.67687 -2.81015 4.29260 0.118
C -4.23399 -8.05685 1.37149 -0.362
O -0.58111 -3.81483 -5.06150 0.205
Cd -0.44976 0.35752 -0.33584 1.189
H -2.11627 -1.57709 4.10997 0.103
O -3.13605 -2.68083 0.18728 0.099
H -3.60722 3.19709 5.19772 0.009
C 5.01248 1.21992 -0.74070 -0.235
C 2.83696 0.19699 0.09039 -0.112
H 6.07017 1.21711 -0.47728 0.111
H -1.34287 3.87549 -4.16841 0.120
C 2.37343 -2.28570 -5.37626 -0.234
C -3.87080 -8.24279 -0.15724 -0.323
C 1.76204 -5.31554 -2.15279 -0.212
H -0.59237 -0.72595 6.02142 0.060
H 2.76630 4.39882 -3.91806 0.078
C 3.70238 6.62972 4.15626 -0.305
H 3.86957 0.88036 -2.52976 0.047
H 2.09514 2.92961 -3.34384 0.056
N -2.59455 0.62193 -0.49080 0.113
O -1.33160 8.61921 1.92099 0.102
O 2.51807 1.33948 3.03119 0.098
O 5.01831 3.53210 3.86233 0.234
C -2.21756 -1.48855 -3.36720 -0.269
B -3.20702 -6.16150 0.63953 -0.855
H -5.25636 5.07894 2.92651 0.048
H -6.30113 -0.75052 2.63850 0.062
O -1.79446 -5.79578 0.94576 0.222
C 4.12389 -4.14388 -5.37057 -0.213
O 2.05364 3.42493 -0.40353 0.140
C -0.59368 7.63218 1.99345 -0.387
H -3.46530 4.20861 0.49005 0.076
C 4.65837 2.26284 3.79692 -0.372
C -1.46816 -5.79132 -4.36669 -0.417
H 1.14708 -1.31404 6.17592 0.083
O 1.41574 5.23596 0.71282 0.269
C 3.41017 -3.10178 -6.17437 -0.173
C -3.05431 1.11274 4.93182 -0.598
O -0.52081 -3.85736 0.86666 0.075
C -4.24792 4.10370 1.24145 -0.713
H 1.68850 -3.03795 -4.98499 0.082
O -3.25666 -7.11059 -0.50154 0.215
H -1.46105 -3.11482 3.33372 0.116
C -1.26140 -2.10199 3.68363 -0.141
H -2.14559 1.00447 5.52394 0.064
C 3.68857 -3.83802 -1.37130 -0.216
H -0.41728 -3.08329 5.47914 0.111
O 4.36760 5.34578 2.31112 0.225
H 1.52799 -3.45047 -1.20546 0.104
O 0.41695 7.80240 4.24033 0.125
H -5.70086 1.03065 -1.08882 0.109
C -0.56219 -5.10923 -5.40038 -0.337
C -5.25699 0.20720 -0.52935 -0.175
H 2.25995 -1.02441 -3.61416 0.073
H 4.59993 0.46184 1.29079 0.113
O 2.87288 3.53007 3.09969 0.253
O -3.86141 -6.86979 1.74602 0.236
C -5.65713 -0.87505 1.76795 -0.093
C -0.44010 3.28086 -4.30809 -0.163
C -2.99121 -3.88010 0.37939 -0.322
H 4.69260 -0.69273 0.09371 0.111
H 0.51333 5.09740 -3.63595 0.111
H -4.67626 -0.77300 2.23228 0.047
H 2.42284 3.15452 -5.08392 0.075
H 3.84900 -5.72065 -0.23169 0.064
O -3.88669 -4.89201 0.29804 0.225
H -5.68143 -1.87508 1.33501 0.073
O -1.54024 -6.99207 -4.20600 0.150
C -1.60102 -4.47970 0.77774 -0.318
O 5.32376 1.25853 3.98751 0.113
H -4.24394 2.12569 6.40620 0.072
O -2.77088 -0.34812 -3.31575 0.055
H -4.16400 3.13741 1.73878 -0.007
C -4.04979 2.21077 5.33701 -0.643
C 4.28393 6.61076 2.67839 -0.347
O 0.10052 -5.66002 -6.27401 0.122
C -0.86164 -1.34828 2.47469 -0.140
C -4.37294 5.21986 2.30376 -0.540
C 4.31046 0.31603 0.25009 -0.155
C -5.96920 0.26822 0.77923 -0.265
C -0.18791 -2.31801 4.73763 -0.269
N -0.57088 -0.69790 1.53059 0.117
Cl -2.57212 1.43645 3.23183 0.605
H 4.92833 -4.53803 0.38023 0.060
C 0.28925 -1.13478 5.52777 -0.097
C 0.26408 7.18631 3.17711 -0.377
H -0.46795 2.74148 -5.25487 0.124
O -0.50550 6.73338 1.04283 0.223
H -7.02277 0.18836 0.51140 0.115
O -2.01504 -4.89376 -3.62995 0.263
N 4.62349 -4.98058 -4.79922 0.156
O -0.70909 -3.15589 -2.69710 0.244
C 4.91679 0.83823 -2.23034 -0.090
B -1.45362 -3.58939 -3.92110 -0.905
H -5.50692 -0.69576 -1.08638 0.131
C 2.22077 -3.93898 -1.89067 -0.172
H 4.39753 -4.26599 -2.08003 0.083
N 1.69015 0.13076 -0.07867 0.124
O 3.62082 5.33824 4.54338 0.221
H 3.18449 -4.45289 0.73771 0.068
H 2.09028 -3.42008 -2.84031 0.069
H 4.62129 2.21111 -0.51136 0.108
C 3.02767 -1.46339 -4.25134 -0.107
```